C16H26InN6O6 | ωB97M-V with the def2-TZVPD basis set

The HOMO energy (alpha / beta) comes out at -10.26 / -10.26 eV. As for the electronic energy: -43400.4603 eV. The gap between HOMO and LUMO (alpha / beta) is 6.0566 / 6.0572 eV. The spin multiplicity is 1. As for the charge: +1.

Each line ends with the Mulliken charge.
Positions of all 55 atoms, in Å:
1 O -0.173 -0.074 -3.361  -0.67
2 H 0.580 0.565 -3.549  0.38
3 In -0.440 0.166 -1.151  1.82
4 N -0.627 2.020 0.138  0.34
5 N 1.060 1.662 -1.872  0.64
6 N -1.958 -0.707 0.251  0.27
7 N -0.859 -1.897 -1.731  0.27
8 O -1.438 2.183 1.167  -1.04
9 O -2.504 -0.071 1.313  -0.60
10 O -0.444 -2.458 -2.923  -0.56
11 O 1.777 1.552 -2.940  -0.95
12 C 1.325 2.680 -1.029  0.16
13 C 0.440 2.852 0.078  0.55
14 C -2.133 -2.031 0.207  0.35
15 C -1.543 -2.688 -0.925  0.43
16 C 0.593 3.824 1.193  -1.43
17 H 0.735 3.301 2.151  0.23
18 H -0.306 4.448 1.282  0.34
19 H 1.457 4.465 1.011  0.40
20 C 2.539 3.483 -1.282  -1.60
21 H 2.654 3.631 -2.360  0.38
22 H 3.422 2.940 -0.918  0.27
23 H 2.488 4.447 -0.770  0.45
24 C -2.863 -2.767 1.270  -1.62
25 C -1.689 -4.125 -1.230  -1.59
26 H -3.296 -2.078 2.000  0.40
27 H -2.167 -3.449 1.779  0.34
28 H -3.655 -3.368 0.809  0.40
29 H -0.839 -4.459 -1.824  0.45
30 H -2.602 -4.304 -1.808  0.31
31 H -1.758 -4.718 -0.315  0.44
32 H -2.073 0.906 1.285  0.28
33 H -0.195 -1.602 -3.405  0.44
34 C -1.646 0.861 -2.952  -0.81
35 H -1.431 1.845 -2.497  0.35
36 H -2.442 0.241 -2.498  0.34
37 H -1.925 1.063 -4.001  0.49
38 O -4.064 3.197 0.490  -0.70
39 H -4.639 2.440 0.307  0.29
40 H -3.160 2.812 0.642  0.45
41 N 2.998 -2.006 0.239  -0.03
42 C 2.099 -1.526 -0.638  -0.60
43 N 1.258 -0.717 -0.003  0.16
44 C 1.613 -0.664 1.345  0.39
45 C 1.030 -0.023 2.441  -0.22
46 C 1.598 -0.264 3.699  -1.00
47 C 2.709 -1.110 3.845  -0.51
48 C 3.297 -1.735 2.735  -0.99
49 C 2.720 -1.486 1.503  0.57
50 H 3.754 -2.641 0.003  0.26
51 H 2.094 -1.781 -1.693  0.49
52 H 0.172 0.633 2.270  0.55
53 H 1.172 0.212 4.589  0.44
54 H 3.124 -1.283 4.842  0.39
55 H 4.162 -2.397 2.789  0.42